Computed, not measured: a cluster of 9 separate species, C88H188F12NO9P4 in total in a non-equilibrium geometry, with the ωB97M-V functional and the def2-TZVPD basis.

Each line ends with the Löwdin charge.
Positions of all 302 atoms, in Å:
C -3.887 2.931 4.540  -0.038
C -3.507 2.038 3.353  -0.158
N -2.000 2.013 3.015  -0.190
C -1.810 1.156 1.767  0.030
C -1.415 3.446 2.836  -0.172
C -2.188 4.271 1.920  -0.065
C -1.299 1.288 4.196  -0.065
C 0.074 1.810 4.471  -0.224
O -0.098 2.830 5.405  -0.216
C 0.919 3.798 5.464  -0.098
H -3.998 2.281 5.405  0.077
H -4.860 3.414 4.317  0.093
H -3.113 3.727 4.663  0.087
H -3.930 2.222 2.354  0.112
H -3.772 0.996 3.535  0.106
H -0.766 0.855 1.642  0.091
H -2.201 1.737 0.930  0.086
H -2.535 0.274 1.897  0.109
H -0.449 3.232 2.351  0.078
H -1.315 3.908 3.841  0.127
H -1.679 5.149 1.699  0.063
H -3.156 4.591 2.256  0.079
H -2.393 3.774 0.968  0.067
H -1.229 0.268 3.871  0.089
H -1.907 1.377 5.141  0.142
H 0.581 2.196 3.576  0.110
H 0.717 1.011 4.883  0.125
H 1.900 3.547 6.003  0.112
H 0.498 4.745 5.936  0.112
H 1.197 4.051 4.450  0.068
C -2.879 -5.052 -3.713  -0.112
C -3.684 -4.095 -4.530  -0.270
C -4.809 -3.344 -3.791  -0.269
C -5.574 -2.420 -4.692  -0.236
P -6.680 -1.185 -3.793  1.025
C -5.615 -0.259 -2.626  -0.274
C -6.321 0.776 -1.703  -0.216
C -5.248 1.602 -0.939  -0.230
C -5.955 2.756 -0.217  -0.092
C -7.472 -0.065 -4.918  -0.264
C -6.510 0.910 -5.695  -0.206
C -6.125 2.181 -4.940  -0.260
C -7.257 3.109 -4.605  -0.087
C -7.967 -1.966 -2.799  -0.268
C -7.530 -2.502 -1.443  -0.247
C -8.659 -2.489 -0.406  -0.216
C -8.072 -2.713 1.029  -0.081
H -2.403 -4.628 -2.803  0.081
H -2.019 -5.473 -4.224  0.062
H -3.456 -5.942 -3.433  0.081
H -4.164 -4.631 -5.350  0.114
H -3.017 -3.323 -5.020  0.120
H -4.313 -2.791 -2.917  0.112
H -5.497 -4.085 -3.416  0.105
H -6.239 -2.989 -5.310  0.092
H -4.876 -1.842 -5.339  0.108
H -4.816 0.153 -3.202  0.049
H -5.161 -1.063 -1.990  0.073
H -6.998 0.252 -1.054  0.088
H -7.066 1.444 -2.304  0.119
H -4.517 1.951 -1.711  0.110
H -4.696 0.984 -0.266  0.077
H -6.633 3.221 -0.939  0.072
H -5.223 3.446 0.139  0.039
H -6.556 2.411 0.658  0.094
H -8.255 0.537 -4.383  0.110
H -8.020 -0.789 -5.577  0.114
H -7.019 1.060 -6.633  0.109
H -5.525 0.508 -5.987  0.107
H -5.402 2.625 -5.583  0.106
H -5.545 1.897 -4.068  0.078
H -7.930 3.315 -5.397  0.071
H -6.747 4.025 -4.408  0.073
H -7.892 2.753 -3.801  0.059
H -8.376 -2.854 -3.339  0.125
H -8.705 -1.217 -2.816  0.073
H -6.728 -1.752 -1.069  0.099
H -6.965 -3.402 -1.591  0.102
H -9.395 -3.216 -0.531  0.084
H -9.078 -1.447 -0.324  0.127
H -7.490 -3.616 1.066  0.076
H -8.831 -2.717 1.767  0.065
H -7.473 -1.907 1.270  0.040
C -1.234 0.790 8.496  -0.099
C 0.003 -0.045 8.883  -0.269
C 0.342 -1.109 7.865  -0.238
C -0.880 -1.959 7.393  -0.268
P -0.580 -3.460 6.475  1.023
C -2.136 -4.339 6.491  -0.255
C -2.193 -5.578 5.527  -0.245
C -3.477 -6.370 5.615  -0.268
C -3.769 -6.870 7.032  -0.098
C -0.155 -3.033 4.656  -0.188
C 1.173 -2.203 4.600  -0.228
C 1.697 -1.811 3.239  -0.228
C 1.672 -3.015 2.318  -0.105
C 0.803 -4.293 7.262  -0.298
C 1.380 -5.557 6.622  -0.257
C 2.755 -5.916 7.192  -0.241
C 3.274 -7.307 6.682  -0.096
H -1.358 1.565 9.221  0.062
H -2.186 0.232 8.517  0.074
H -1.066 1.170 7.429  0.084
H -0.043 -0.263 9.957  0.106
H 0.921 0.639 8.927  0.129
H 1.159 -1.805 8.168  0.104
H 0.684 -0.555 6.991  0.086
H -1.522 -1.348 6.702  0.108
H -1.520 -2.214 8.246  0.110
H -2.841 -3.589 6.078  0.084
H -2.434 -4.622 7.500  0.097
H -1.327 -6.228 5.748  0.104
H -2.124 -5.103 4.560  0.079
H -3.411 -7.140 4.827  0.114
H -4.369 -5.797 5.235  0.121
H -2.774 -6.929 7.450  0.062
H -4.346 -7.779 7.008  0.068
H -4.386 -6.158 7.638  0.092
H -1.029 -2.447 4.356  0.048
H -0.114 -3.957 4.068  0.081
H 1.953 -2.627 5.192  0.093
H 0.887 -1.247 5.047  0.074
H 2.687 -1.366 3.365  0.111
H 1.090 -1.002 2.889  0.086
H 2.192 -2.864 1.374  0.047
H 0.619 -3.336 2.089  0.091
H 2.108 -3.916 2.762  0.069
H 0.561 -4.299 8.328  0.109
H 1.642 -3.532 7.272  0.096
H 1.539 -5.348 5.555  0.113
H 0.640 -6.339 6.847  0.111
H 2.579 -5.882 8.287  0.113
H 3.545 -5.175 6.985  0.112
H 3.382 -7.404 5.618  0.056
H 2.588 -8.170 6.791  0.079
H 4.229 -7.537 7.115  0.060
C 6.101 0.188 4.126  -0.138
C 6.920 0.860 3.054  -0.266
C 6.288 0.638 1.686  -0.261
C 6.991 -0.457 0.925  -0.262
P 6.326 -0.899 -0.749  1.040
C 7.726 -1.754 -1.531  -0.236
C 7.504 -2.262 -2.998  -0.217
C 8.836 -2.255 -3.762  -0.268
C 8.759 -3.173 -4.952  -0.127
C 4.800 -1.846 -0.612  -0.252
C 4.617 -3.267 -0.112  -0.244
C 4.919 -3.364 1.355  -0.302
C 4.523 -4.748 1.813  -0.107
C 5.835 0.465 -1.729  -0.282
C 6.768 1.653 -2.079  -0.189
C 7.500 1.326 -3.399  -0.275
C 8.647 2.292 -3.639  -0.095
H 5.896 -0.903 3.992  0.073
H 5.070 0.627 4.208  0.076
H 6.544 0.173 5.166  0.086
H 7.952 0.399 3.020  0.119
H 7.129 1.894 3.349  0.111
H 6.157 1.552 1.112  0.100
H 5.253 0.238 1.948  0.108
H 7.186 -1.336 1.468  0.066
H 8.027 -0.098 0.714  0.107
H 8.064 -2.629 -0.972  0.105
H 8.489 -1.000 -1.382  0.082
H 6.702 -1.766 -3.551  0.098
H 7.193 -3.217 -2.881  0.064
H 9.720 -2.568 -3.203  0.110
H 9.123 -1.294 -4.176  0.097
H 7.833 -2.988 -5.510  0.063
H 8.792 -4.295 -4.746  0.099
H 9.556 -2.956 -5.721  0.086
H 4.310 -1.859 -1.628  0.090
H 4.087 -1.210 -0.040  0.101
H 5.326 -3.950 -0.585  0.120
H 3.619 -3.695 -0.189  0.113
H 4.363 -2.574 1.858  0.088
H 6.010 -3.196 1.595  0.116
H 3.500 -4.760 1.633  0.016
H 4.808 -4.850 2.825  0.061
H 4.915 -5.592 1.147  0.117
H 4.936 0.875 -1.224  0.088
H 5.396 0.091 -2.638  0.046
H 7.551 1.821 -1.344  0.101
H 6.211 2.540 -2.378  0.103
H 6.782 1.349 -4.252  0.103
H 7.776 0.270 -3.392  0.071
H 8.202 3.259 -3.693  0.058
H 9.209 2.081 -4.567  0.085
H 9.282 2.320 -2.728  0.080
C -3.567 5.244 -1.817  -0.089
C -2.386 4.245 -2.003  -0.265
C -1.075 4.944 -1.871  -0.242
C 0.030 3.930 -2.261  -0.208
P 1.616 4.726 -2.753  1.031
C 3.014 3.621 -2.523  -0.238
C 2.589 2.195 -3.042  -0.222
C 2.889 2.027 -4.515  -0.256
C 4.345 2.018 -4.899  -0.088
C 1.366 5.362 -4.417  -0.251
C 0.065 6.175 -4.529  -0.255
C 0.051 6.888 -5.884  -0.270
C -1.099 7.858 -6.010  -0.119
C 2.073 6.093 -1.714  -0.255
C 1.793 5.927 -0.170  -0.214
C 0.879 7.070 0.355  -0.244
C 0.815 7.000 1.875  -0.100
H -3.402 6.252 -2.272  0.085
H -3.774 5.346 -0.739  0.051
H -4.604 4.793 -2.070  0.077
H -2.329 3.725 -3.003  0.122
H -2.525 3.445 -1.258  0.088
H -0.845 5.246 -0.815  0.101
H -1.137 5.860 -2.454  0.086
H -0.330 3.297 -3.119  0.095
H 0.262 3.195 -1.523  0.056
H 3.219 3.457 -1.419  0.092
H 3.996 3.901 -2.954  0.097
H 1.552 2.097 -2.849  0.052
H 3.188 1.419 -2.497  0.115
H 2.312 2.736 -5.113  0.099
H 2.501 1.117 -4.848  0.079
H 4.838 2.973 -4.727  0.064
H 4.498 1.750 -5.938  0.085
H 4.806 1.188 -4.281  0.062
H 1.078 4.474 -4.960  0.050
H 2.245 5.842 -4.810  0.106
H 0.036 7.014 -3.791  0.109
H -0.804 5.524 -4.521  0.094
H 0.014 6.147 -6.659  0.109
H 0.931 7.457 -6.099  0.100
H -1.140 8.600 -5.179  0.079
H -2.081 7.413 -6.224  0.076
H -0.890 8.542 -6.847  0.070
H 1.599 6.892 -2.188  0.049
H 3.156 6.329 -1.963  0.127
H 2.762 5.974 0.279  0.092
H 1.342 4.962 0.146  0.084
H -0.075 6.879 -0.084  0.071
H 1.284 7.979 -0.061  0.105
H 0.135 7.675 2.358  0.060
H 1.812 7.352 2.304  0.099
H 0.777 5.993 2.236  0.048
C -3.486 -2.288 3.685  -0.551
O -3.935 -2.210 2.359  -0.060
O -2.588 -1.446 4.106  -0.165
C -4.772 -2.118 4.476  -0.576
F -4.634 -2.263 5.815  0.114
F -5.404 -0.991 4.279  0.169
F -5.721 -3.036 4.148  0.107
C -2.851 -2.331 1.487  -0.324
C -3.315 -2.124 0.104  -0.089
H -3.925 -1.183 -0.007  0.062
H -2.659 -2.112 -0.810  0.077
H -4.056 -3.002 -0.144  0.108
H -2.487 -3.389 1.502  0.137
H -1.993 -1.693 1.683  0.090
H -3.200 -3.338 3.823  0.132
C 3.423 -2.027 -4.165  -0.512
O 2.761 -3.052 -3.386  -0.106
O 4.086 -1.119 -3.540  -0.165
C 4.406 -2.791 -5.109  -0.567
F 5.290 -3.489 -4.421  0.136
F 3.804 -3.697 -5.871  0.131
F 5.161 -2.052 -5.975  0.108
C 1.497 -3.382 -3.982  -0.288
C 1.110 -4.591 -3.219  -0.086
H 2.003 -5.209 -3.245  0.083
H 0.735 -4.454 -2.181  0.080
H 0.369 -5.145 -3.819  0.062
H 1.550 -3.688 -5.053  0.125
H 0.856 -2.477 -3.979  0.101
H 2.640 -1.529 -4.782  0.145
C -1.124 2.418 -5.801  -0.484
O -1.124 1.376 -4.731  -0.103
O -0.493 3.493 -5.515  -0.121
C -0.527 1.665 -7.018  -0.533
F 0.703 1.138 -6.711  0.106
F -1.272 0.622 -7.485  0.103
F -0.309 2.564 -7.978  0.142
C -2.072 0.370 -4.651  -0.341
C -1.493 -0.859 -4.043  -0.062
H -0.941 -1.290 -4.834  0.067
H -0.749 -0.485 -3.305  0.088
H -2.165 -1.471 -3.483  0.049
H -2.537 0.128 -5.590  0.095
H -2.966 0.612 -3.994  0.098
H -2.254 2.512 -6.070  0.156
C 1.631 2.241 0.471  -0.472
O 1.477 0.783 0.534  -0.102
O 0.595 2.913 0.913  -0.153
C 2.920 2.458 1.299  -0.561
F 3.035 3.771 1.467  0.146
F 2.931 1.894 2.487  0.165
F 3.980 1.972 0.573  0.086
C 0.693 0.360 -0.523  -0.284
C 0.734 -1.159 -0.405  -0.028
H 1.788 -1.480 -0.390  0.068
H 0.293 -1.413 0.589  0.064
H 0.228 -1.708 -1.185  0.061
H 1.076 0.785 -1.464  0.111
H -0.299 0.632 -0.389  0.074
H 1.908 2.434 -0.567  0.091

The strongest force on any atom comes out at 4.41 eV/A. The calculation puts the frontier orbital gap at 6.93 eV. As for the LUMO energy: -1.4822 eV. As for the charge: +1. Its spin multiplicity is 1. The value obtained for the total energy is -6761.02107 a.u.